[1]
Here is 9 unconnected molecules or ions with the total composition C27H42N2O23 from OMol25. Energies are from ωB97M-V/def2-TZVPD.

CARTESIAN COORDINATES (ANGSTROEM)
C1 -0.72 0.86 1.27
C2 -1.91 -0.09 1.32
O1 -1.64 -0.92 2.53
C3 -0.43 -0.65 3.01
O2 0.05 -1.22 3.96
O3 0.10 0.42 2.38
H1 -0.93 1.88 1.55
H2 -0.14 0.80 0.38
H3 -1.89 -0.85 0.50
H4 -2.87 0.41 1.35
C4 2.80 4.10 0.57
C5 1.80 3.33 1.33
O4 0.85 4.37 1.60
C6 0.88 5.29 0.56
O5 0.01 6.06 0.30
O6 1.99 5.08 -0.15
H5 3.43 3.60 -0.21
H6 3.60 4.62 1.09
H7 2.02 3.01 2.37
H8 1.31 2.57 0.65
C7 -1.39 4.03 -1.90
C8 -2.67 4.99 -1.96
O7 -3.63 4.23 -1.18
C9 -2.94 3.37 -0.39
O8 -3.39 2.55 0.35
O9 -1.63 3.39 -0.66
H9 -0.52 4.70 -1.74
H10 -1.21 3.29 -2.73
H11 -3.08 5.12 -2.95
H12 -2.30 5.89 -1.51
C10 -5.03 -5.42 -2.29
C11 -5.45 -4.06 -1.73
O10 -4.32 -3.69 -0.92
C12 -3.53 -4.79 -0.69
O11 -2.57 -4.76 0.05
O12 -3.99 -5.86 -1.45
H13 -4.50 -5.45 -3.31
H14 -5.78 -6.19 -2.28
H15 -6.33 -4.27 -1.10
H16 -5.64 -3.25 -2.36
C13 -4.81 -0.16 -1.66
C14 -4.39 1.08 -2.36
O13 -4.44 0.76 -3.75
C15 -5.01 -0.43 -3.87
O14 -5.23 -0.94 -4.95
O15 -5.39 -0.97 -2.69
H17 -5.60 -0.04 -0.94
H18 -4.02 -0.77 -1.27
H19 -3.33 1.37 -2.25
H20 -5.07 1.95 -2.20
C16 -0.87 -1.66 -3.99
C17 -0.20 -0.59 -4.80
O16 0.24 0.35 -3.80
C18 -0.59 0.19 -2.75
O17 -0.56 0.85 -1.80
O18 -1.46 -0.88 -2.90
H21 -0.08 -2.37 -3.59
H22 -1.62 -2.29 -4.46
H23 -0.95 -0.16 -5.54
H24 0.65 -0.91 -5.42
C19 0.12 -3.68 1.79
C20 0.96 -4.38 2.84
O19 2.09 -3.62 2.87
C21 2.14 -2.70 1.90
O20 2.94 -1.82 1.81
O21 1.06 -2.84 1.10
H25 -0.72 -3.19 2.30
H26 -0.32 -4.37 1.11
H27 1.24 -5.41 2.53
H28 0.49 -4.42 3.82
C22 7.16 -1.11 0.54
C23 6.27 -0.75 -0.66
O22 6.62 -0.07 -1.57
N1 4.99 -1.22 -0.50
C24 3.89 -0.70 -1.29
H29 7.77 -1.96 0.31
H30 6.57 -1.37 1.42
H31 7.74 -0.23 0.74
H32 4.67 -1.69 0.33
H33 3.71 -1.47 -2.03
H34 4.19 0.24 -1.68
H35 3.05 -0.60 -0.53
C25 4.36 0.24 3.43
C26 3.72 1.46 3.99
O23 4.26 2.56 3.91
N2 2.67 1.30 4.79
C27 1.89 2.41 5.27
H36 4.27 0.17 2.30
H37 3.87 -0.65 3.87
H38 5.38 0.34 3.72
H39 2.19 0.40 4.74
H40 0.79 2.20 5.42
H41 1.95 3.22 4.57
H42 2.32 2.85 6.21

DFT total energy   -78753.0886 eV
Lowest unoccupied orbital energy   0.111 eV
SMILES   O=C1OCCO1.O=C1OCCO1.O=C1OCCO1.O=C1OCCO1.O=C1OCCO1.O=C1OCCO1.O=C1OCCO1.CNC(C)=O.CNC(C)=O
Kohn-Sham gap   9.4 eV
Relative energy (zero: lowest compared OMol25 entry of this formula, charge and spin)   0.0000 eV
Spin multiplicity   1

=====

[2]
Here is 2 unconnected molecules or ions with the total composition C30H40O5 from OMol25. Energies are from ωB97M-V/def2-TZVPD.

CARTESIAN COORDINATES (ANGSTROEM)
C1 0.64 1.17 -4.49
C2 1.29 0.80 -3.18
O1 0.42 1.26 -2.12
C3 0.84 1.03 -0.84
C4 -0.16 1.52 0.10
C5 0.14 1.59 1.52
O2 -0.04 2.65 2.15
C6 0.58 0.40 2.33
C7 2.08 0.19 2.38
C8 2.86 1.38 3.00
C9 3.59 2.26 1.97
C10 3.19 3.75 2.01
C11 3.34 4.43 0.63
C12 2.30 3.95 -0.37
C13 0.89 4.43 -0.07
C14 -0.21 3.90 -0.99
C15 -0.98 2.64 -0.47
O3 1.91 0.48 -0.61
H1 1.17 0.68 -5.30
H2 -0.41 0.89 -4.54
H3 0.71 2.25 -4.67
H4 1.40 -0.29 -3.10
H5 2.26 1.28 -3.08
H6 0.21 0.53 3.36
H7 0.08 -0.48 1.92
H8 2.28 -0.71 2.99
H9 2.42 -0.01 1.36
H10 2.17 1.98 3.61
H11 3.62 0.96 3.67
H12 4.67 2.21 2.17
H13 3.45 1.85 0.96
H14 2.15 3.84 2.36
H15 3.83 4.26 2.74
H16 3.27 5.51 0.77
H17 4.34 4.20 0.23
H18 2.59 4.26 -1.39
H19 2.29 2.84 -0.39
H20 0.61 4.14 0.95
H21 0.90 5.54 -0.08
H22 -0.95 4.71 -1.09
H23 0.19 3.70 -1.99
H24 -1.56 2.24 -1.32
H25 -1.66 2.99 0.31
C16 -5.86 -3.37 -3.79
O4 -4.52 -2.99 -4.16
C17 -3.74 -2.35 -3.25
C18 -2.40 -2.10 -3.65
C19 -1.46 -1.74 -2.73
C20 -1.81 -1.54 -1.36
C21 -0.75 -1.40 -0.41
C22 -0.55 -2.33 0.67
C23 0.81 -2.60 1.05
C24 1.12 -3.46 2.08
C25 0.07 -4.12 2.77
O5 0.41 -4.74 3.93
C26 -0.65 -5.37 4.68
C27 -1.27 -3.98 2.33
C28 -1.57 -3.03 1.37
C29 -3.19 -1.59 -1.02
C30 -4.15 -1.99 -1.94
H26 -6.27 -3.79 -4.71
H27 -5.84 -4.13 -3.00
H28 -6.42 -2.48 -3.48
H29 -2.17 -2.28 -4.71
H30 -0.42 -1.69 -3.03
H31 0.19 -1.06 -0.84
H32 1.63 -2.11 0.51
H33 2.13 -3.59 2.44
H34 -0.15 -5.78 5.56
H35 -1.41 -4.65 4.97
H36 -1.10 -6.18 4.09
H37 -2.07 -4.56 2.79
H38 -2.61 -2.83 1.13
H39 -3.50 -1.31 -0.01
H40 -5.21 -2.05 -1.66

DFT total energy   -41992.8754 eV
Lowest unoccupied orbital energy   -2.001 eV
Kohn-Sham gap   4.8 eV
Relative energy (zero: lowest compared OMol25 entry of this formula, charge and spin)   2.9150 eV
Spin multiplicity   1

=====

[3]
Here is a molecular structure, C9H21Cl12N3O6 from OMol25. Energies are from ωB97M-V/def2-TZVPD.

CARTESIAN COORDINATES (ANGSTROEM)
C1 -0.71 -0.69 -3.89
N1 -0.14 -1.24 -2.61
O1 0.75 -0.61 -2.08
O2 -0.66 -2.21 -2.07
H1 -1.18 -1.56 -4.36
H2 0.04 -0.17 -4.47
H3 -1.50 -0.06 -3.48
C2 0.56 0.79 -0.14
N2 -0.33 -0.05 0.74
O3 -0.60 -1.22 0.39
O4 -0.72 0.46 1.73
H4 1.43 1.00 0.48
H5 0.07 1.73 -0.41
H6 0.80 0.24 -1.05
C3 -1.01 -3.29 -0.45
N3 -1.89 -3.08 0.70
O5 -1.39 -3.39 1.81
O6 -2.96 -2.47 0.49
H7 -1.56 -2.89 -1.30
H8 -0.66 -4.32 -0.54
H9 -0.16 -2.62 -0.29
C4 3.57 -0.44 1.30
Cl1 3.83 0.70 -0.02
Cl2 1.91 -0.54 1.74
H10 3.86 -1.43 0.95
H11 4.19 -0.11 2.14
C5 -1.41 2.50 -2.05
Cl3 -1.72 1.78 -0.43
Cl4 -0.26 1.52 -2.95
H12 -2.33 2.45 -2.64
H13 -1.08 3.54 -1.99
C6 0.87 4.42 -0.81
Cl5 0.54 2.88 0.00
Cl6 0.21 4.70 -2.45
H14 0.38 5.16 -0.18
H15 1.96 4.52 -0.82
C7 -0.97 -1.24 2.96
Cl7 -2.03 -2.58 3.62
Cl8 0.17 -0.76 4.28
H16 -0.40 -1.55 2.09
H17 -1.72 -0.48 2.73
C8 -1.35 2.42 2.78
Cl9 0.14 3.33 3.00
Cl10 -2.37 2.64 4.18
H18 -1.83 2.78 1.86
H19 -1.16 1.36 2.65
C9 1.74 -2.28 -0.10
Cl11 2.90 -2.00 -1.48
Cl12 1.26 -3.97 -0.12
H20 2.10 -1.91 0.86
H21 0.79 -1.78 -0.29

DFT total energy   -176664.6451 eV
Lowest unoccupied orbital energy   -1.094 eV
Kohn-Sham gap   6.5 eV
Relative energy (zero: lowest compared OMol25 entry of this formula, charge and spin)   25.1185 eV
Spin multiplicity   1

=====

[4]
Here is C23H28N4O5 in the gas phase from OMol25. Energies are from ωB97M-V/def2-TZVPD.

CARTESIAN COORDINATES (ANGSTROEM)
C1 6.61 0.39 2.47
C2 5.69 1.50 2.00
H1 5.35 2.12 2.83
H2 6.19 2.13 1.25
O1 4.49 0.98 1.42
C3 4.58 0.58 0.14
O2 5.57 0.70 -0.54
N1 3.43 -0.01 -0.29
C4 2.19 -0.02 0.44
H3 1.78 -1.03 0.43
C5 1.20 0.95 -0.22
N2 1.04 0.60 -1.62
C6 -0.12 0.26 -2.23
O3 -0.18 0.01 -3.42
C7 -1.32 0.24 -1.34
C8 -2.21 1.26 -1.32
N3 -3.31 1.28 -0.51
C9 -3.65 0.26 0.37
O4 -4.66 0.34 1.05
C10 -2.72 -0.84 0.34
C11 -1.60 -0.87 -0.49
C12 -0.95 -2.12 -0.26
C13 0.17 -2.75 -0.80
C14 0.52 -3.99 -0.33
C15 -0.23 -4.62 0.67
C16 -1.36 -4.03 1.21
C17 -1.72 -2.77 0.74
N4 -2.78 -1.99 1.08
C18 -3.79 -2.34 2.04
H4 -3.34 -2.48 3.02
H5 -4.30 -3.25 1.74
H6 -4.51 -1.52 2.09
H7 -1.94 -4.53 1.96
H8 0.07 -5.60 1.02
H9 1.38 -4.50 -0.74
H10 0.72 -2.27 -1.60
C19 -4.13 2.48 -0.48
C20 -3.34 3.69 0.03
O5 -2.72 3.34 1.24
C21 -2.02 4.40 1.83
H11 -1.21 4.76 1.17
H12 -2.68 5.25 2.05
H13 -1.59 4.02 2.75
H14 -4.03 4.53 0.17
H15 -2.57 4.00 -0.70
H16 -4.52 2.69 -1.48
H17 -4.95 2.26 0.20
H18 -2.08 2.12 -1.96
C22 2.29 0.60 -2.36
H19 2.70 1.62 -2.37
C23 3.29 -0.35 -1.69
H20 2.94 -1.38 -1.77
H21 4.27 -0.26 -2.17
H22 2.07 0.28 -3.38
H23 1.59 1.97 -0.16
H24 0.23 0.91 0.29
H25 2.38 0.28 1.47
H26 7.48 0.82 2.95
H27 6.10 -0.26 3.17
H28 6.94 -0.20 1.61

DFT total energy   -40505.0378 eV
Lowest unoccupied orbital energy   0.434 eV
SMILES   CCOC(=O)N1CCN(C(=O)c2cn(CCOC)c(=O)c3c2c2ccccc2n3C)CC1
Kohn-Sham gap   8.1 eV
Relative energy (zero: lowest compared OMol25 entry of this formula, charge and spin)   1.2956 eV
Spin multiplicity   1

=====

[5]
Here is a molecular structure, C13H13TeZn from OMol25. Energies are from ωB97M-V/def2-TZVPD.

CARTESIAN COORDINATES (ANGSTROEM)
Zn1 1.23 1.15 -0.90
C1 -0.34 -1.99 -0.37
C2 0.83 -1.33 -1.03
C3 0.66 -0.59 -2.22
C4 1.76 0.01 -2.87
C5 3.04 -0.12 -2.32
C6 3.21 -0.85 -1.14
C7 2.13 -1.44 -0.51
H1 -0.45 -3.00 -0.76
H2 -1.27 -1.45 -0.56
H3 -0.20 -2.06 0.71
H4 -0.33 -0.50 -2.66
H5 1.61 0.56 -3.79
H6 3.89 0.35 -2.80
H7 4.20 -0.95 -0.71
H8 2.27 -2.00 0.40
Te1 1.13 2.67 1.00
C8 -0.72 1.74 1.48
C9 -0.74 0.63 2.32
C10 -1.95 0.04 2.65
C11 -3.14 0.54 2.14
C12 -3.12 1.65 1.30
C13 -1.91 2.25 0.97
H9 0.18 0.24 2.74
H10 -1.97 -0.82 3.31
H11 -4.08 0.08 2.40
H12 -4.04 2.05 0.91
H13 -1.90 3.12 0.32

DFT total energy   -69396.7983 eV
Lowest unoccupied orbital energy   -3.797 eV
Kohn-Sham gap   7.9 eV
Net charge   +1
Spin multiplicity   1

=====

[6]
Here is 2 unconnected molecules or ions with the total composition C2H7NS from OMol25. Energies are from ωB97M-V/def2-TZVPD.

CARTESIAN COORDINATES (ANGSTROEM)
S1 3.24 -0.71 -0.96
H1 3.03 -1.19 0.15
C1 -1.52 -0.02 -0.81
C2 -0.94 0.63 1.47
N1 -0.92 -0.24 0.55
H2 -1.88 -0.96 -1.21
H3 -2.36 0.68 -0.63
H4 -0.81 0.50 -1.57
H5 -1.25 1.67 1.30
H6 -1.06 0.17 2.52
H7 4.46 -0.53 -0.80

DFT total energy   -14509.4293 eV
Lowest unoccupied orbital energy (spin up / spin down)   3.329 / 3.240 eV
Kohn-Sham gap (spin up / spin down)   2.2 / 6.0 eV
⟨S²⟩   0.7531
Relative energy (zero: lowest compared OMol25 entry of this formula, charge and spin)   2.3206 eV
Net charge   -1
Spin multiplicity   2

=====

spin multiplicity of number 3 (C9H21Cl12N3O6)? 1

=====

Repeat the first record exactly.
Here is 9 unconnected molecules or ions with the total composition C27H42N2O23 from OMol25. Energies are from ωB97M-V/def2-TZVPD.

CARTESIAN COORDINATES (ANGSTROEM)
C1 -0.72 0.86 1.27
C2 -1.91 -0.09 1.32
O1 -1.64 -0.92 2.53
C3 -0.43 -0.65 3.01
O2 0.05 -1.22 3.96
O3 0.10 0.42 2.38
H1 -0.93 1.88 1.55
H2 -0.14 0.80 0.38
H3 -1.89 -0.85 0.50
H4 -2.87 0.41 1.35
C4 2.80 4.10 0.57
C5 1.80 3.33 1.33
O4 0.85 4.37 1.60
C6 0.88 5.29 0.56
O5 0.01 6.06 0.30
O6 1.99 5.08 -0.15
H5 3.43 3.60 -0.21
H6 3.60 4.62 1.09
H7 2.02 3.01 2.37
H8 1.31 2.57 0.65
C7 -1.39 4.03 -1.90
C8 -2.67 4.99 -1.96
O7 -3.63 4.23 -1.18
C9 -2.94 3.37 -0.39
O8 -3.39 2.55 0.35
O9 -1.63 3.39 -0.66
H9 -0.52 4.70 -1.74
H10 -1.21 3.29 -2.73
H11 -3.08 5.12 -2.95
H12 -2.30 5.89 -1.51
C10 -5.03 -5.42 -2.29
C11 -5.45 -4.06 -1.73
O10 -4.32 -3.69 -0.92
C12 -3.53 -4.79 -0.69
O11 -2.57 -4.76 0.05
O12 -3.99 -5.86 -1.45
H13 -4.50 -5.45 -3.31
H14 -5.78 -6.19 -2.28
H15 -6.33 -4.27 -1.10
H16 -5.64 -3.25 -2.36
C13 -4.81 -0.16 -1.66
C14 -4.39 1.08 -2.36
O13 -4.44 0.76 -3.75
C15 -5.01 -0.43 -3.87
O14 -5.23 -0.94 -4.95
O15 -5.39 -0.97 -2.69
H17 -5.60 -0.04 -0.94
H18 -4.02 -0.77 -1.27
H19 -3.33 1.37 -2.25
H20 -5.07 1.95 -2.20
C16 -0.87 -1.66 -3.99
C17 -0.20 -0.59 -4.80
O16 0.24 0.35 -3.80
C18 -0.59 0.19 -2.75
O17 -0.56 0.85 -1.80
O18 -1.46 -0.88 -2.90
H21 -0.08 -2.37 -3.59
H22 -1.62 -2.29 -4.46
H23 -0.95 -0.16 -5.54
H24 0.65 -0.91 -5.42
C19 0.12 -3.68 1.79
C20 0.96 -4.38 2.84
O19 2.09 -3.62 2.87
C21 2.14 -2.70 1.90
O20 2.94 -1.82 1.81
O21 1.06 -2.84 1.10
H25 -0.72 -3.19 2.30
H26 -0.32 -4.37 1.11
H27 1.24 -5.41 2.53
H28 0.49 -4.42 3.82
C22 7.16 -1.11 0.54
C23 6.27 -0.75 -0.66
O22 6.62 -0.07 -1.57
N1 4.99 -1.22 -0.50
C24 3.89 -0.70 -1.29
H29 7.77 -1.96 0.31
H30 6.57 -1.37 1.42
H31 7.74 -0.23 0.74
H32 4.67 -1.69 0.33
H33 3.71 -1.47 -2.03
H34 4.19 0.24 -1.68
H35 3.05 -0.60 -0.53
C25 4.36 0.24 3.43
C26 3.72 1.46 3.99
O23 4.26 2.56 3.91
N2 2.67 1.30 4.79
C27 1.89 2.41 5.27
H36 4.27 0.17 2.30
H37 3.87 -0.65 3.87
H38 5.38 0.34 3.72
H39 2.19 0.40 4.74
H40 0.79 2.20 5.42
H41 1.95 3.22 4.57
H42 2.32 2.85 6.21

DFT total energy   -78753.0886 eV
Lowest unoccupied orbital energy   0.111 eV
SMILES   O=C1OCCO1.O=C1OCCO1.O=C1OCCO1.O=C1OCCO1.O=C1OCCO1.O=C1OCCO1.O=C1OCCO1.CNC(C)=O.CNC(C)=O
Kohn-Sham gap   9.4 eV
Relative energy (zero: lowest compared OMol25 entry of this formula, charge and spin)   0.0000 eV
Spin multiplicity   1